Molecular formula: C38H32IrN5O2S
Method: DFT, wB97M-V/def2-TZVPD

CARTESIAN COORDINATES (ANGSTROEM)
Ir 0.292 0.649 -0.111
O 3.388 1.225 -2.625
C 2.456 0.772 -1.976
N 2.191 0.979 -0.672
C 2.933 1.931 0.122
C 2.213 2.143 1.438
C 2.795 2.852 2.474
C 2.087 3.057 3.646
C 0.807 2.542 3.762
C 0.280 1.834 2.700
N 0.967 1.638 1.570
C 1.402 -0.119 -2.613
C 1.608 -0.687 -3.851
C 0.634 -1.529 -4.371
C -0.510 -1.773 -3.631
C -0.666 -1.157 -2.401
N 0.265 -0.336 -1.909
H 3.017 2.892 -0.401
H 3.957 1.596 0.316
H 3.796 3.241 2.349
H 2.530 3.616 4.459
H 0.217 2.681 4.655
H -0.710 1.399 2.729
H 2.527 -0.455 -4.370
H 0.771 -1.992 -5.339
H -1.294 -2.423 -3.993
H -1.545 -1.302 -1.791
C -5.150 1.359 2.185
C -4.893 0.202 2.998
C -3.740 -0.523 2.819
C -2.791 -0.209 1.836
C -3.104 0.882 0.847
C -4.306 1.709 1.204
C -1.638 -1.040 1.711
C -0.503 -0.942 0.956
C 0.371 -2.149 0.952
C 1.765 -2.057 1.026
C 2.564 -3.189 1.012
C 1.993 -4.449 0.900
C 0.613 -4.562 0.807
C -0.185 -3.428 0.834
H -6.029 1.958 2.384
H -5.598 -0.077 3.769
H -3.537 -1.371 3.464
H -2.234 1.538 0.751
H -4.484 2.592 0.602
H -1.700 -1.929 2.341
H 2.228 -1.081 1.102
H 3.639 -3.085 1.082
H 2.617 -5.333 0.878
H 0.154 -5.537 0.703
H -1.259 -3.528 0.732
C 0.003 3.201 -2.075
C -0.403 2.634 -0.722
O -1.059 3.314 0.034
H 0.240 4.261 -1.966
H -0.857 3.118 -2.745
H 0.840 2.673 -2.530
S -4.549 -1.020 -4.693
C -3.973 -0.546 -3.104
C -4.175 -1.371 -1.962
C -3.854 -0.938 -0.718
N -3.283 0.307 -0.515
C -3.139 1.153 -1.603
C -3.458 0.755 -2.859
C -6.276 -0.562 -4.569
C -7.254 -1.519 -4.347
C -8.575 -1.108 -4.234
N -8.966 0.160 -4.325
C -8.018 1.069 -4.545
C -6.672 0.764 -4.678
H -4.575 -2.369 -2.078
H -3.970 -1.551 0.162
H -2.728 2.124 -1.382
H -3.292 1.438 -3.682
H -6.993 -2.566 -4.265
H -9.357 -1.838 -4.058
H -8.351 2.098 -4.623
H -5.944 1.542 -4.863

**HOMO level (alpha / beta)**: -0.2083 / -0.2989 Ha
**2S+1**: 5
**Gap between HOMO and LUMO (alpha / beta)**: 0.209 / 0.266 Eh
**Calculated total energy**: -2393.915721 hartree
**Maximum force**: 0.0097 hartree/bohr